1.
DFT (wB97M-V/def2-TZVPD) results for a 6-piece molecular cluster, C45H105F3N6O12SSi overall in a non-equilibrium geometry.

As for the SMILES: CCSC[Si@](CCO)(CCCCN(C)C(C)=O)CCC(F)(F)F.COCCNCCOC.COCCNCCOC.COCCNCCOC.COCCNCCOC.COCCNCCOC. For the total energy, the calculation gives -3995.93807 hartree. Its multiplicity is 1. Its charge is 0.

Geometry as XYZ:
```
173
Properties=species:S:1:pos:R:3:lowdin_charge:R:1
C 5.404 3.701 4.869 -0.165
C 4.577 2.577 5.666 -0.531
S 2.759 2.657 5.332 0.763
C 2.238 1.394 4.071 -0.552
Si 1.097 2.255 2.766 0.566
C 0.723 1.032 1.340 -0.210
C -0.818 0.895 0.945 -0.291
O -1.165 1.546 -0.310 -0.122
C 1.803 3.877 2.057 -0.255
C 3.160 3.764 1.216 -0.233
C 3.950 2.383 1.321 -0.196
C 5.314 2.587 0.451 -0.174
N 6.329 1.520 0.665 -0.157
C 5.821 0.158 0.354 -0.080
C 6.998 1.598 1.962 -0.397
C 6.638 0.750 3.256 -0.016
O 7.981 2.385 2.043 0.026
C -0.488 2.769 3.769 -0.249
C -0.990 1.640 4.778 -0.121
C -2.338 2.175 5.463 -0.433
F -2.121 3.379 6.175 0.070
F -3.275 2.388 4.430 0.046
F -2.902 1.214 6.330 0.060
H 4.919 4.000 3.878 0.057
H 6.482 3.386 4.652 0.065
H 5.412 4.650 5.515 0.079
H 4.769 2.745 6.787 0.079
H 4.983 1.539 5.427 0.056
H 1.593 0.626 4.640 0.040
H 3.087 0.794 3.608 0.040
H 1.106 -0.037 1.527 0.096
H 1.264 1.431 0.406 0.090
H -1.558 1.253 1.731 0.096
H -1.043 -0.226 0.794 0.113
H -2.147 1.626 -0.320 0.083
H 1.004 4.292 1.334 0.079
H 1.866 4.642 2.903 0.079
H 3.017 4.023 0.114 0.118
H 3.872 4.573 1.626 0.109
H 4.304 2.141 2.373 0.078
H 3.421 1.502 0.806 0.103
H 5.065 2.610 -0.658 0.127
H 5.781 3.600 0.735 0.133
H 6.731 -0.534 0.232 0.088
H 5.342 0.188 -0.690 0.103
H 5.117 -0.217 1.164 0.094
H 7.062 1.322 4.156 0.084
H 7.112 -0.280 3.181 0.095
H 5.519 0.629 3.405 0.053
H -0.169 3.671 4.411 0.094
H -1.278 3.160 3.053 0.088
H -0.244 1.486 5.630 0.122
H -1.270 0.669 4.261 0.128
C -2.748 5.821 -6.017 -0.116
O -2.836 6.864 -5.059 -0.200
C -3.989 6.757 -4.223 -0.211
C -3.569 6.485 -2.779 -0.210
N -3.029 5.133 -2.637 -0.053
C -2.402 4.888 -1.337 -0.194
C -1.123 5.674 -1.019 -0.215
O -0.016 5.330 -1.846 -0.182
C 0.071 6.069 -3.055 -0.098
H -1.898 6.031 -6.668 0.088
H -2.582 4.857 -5.529 0.079
H -3.653 5.781 -6.631 0.087
H -4.691 5.999 -4.584 0.121
H -4.500 7.725 -4.262 0.119
H -4.439 6.596 -2.125 0.121
H -2.825 7.239 -2.500 0.104
H -2.336 4.976 -3.361 0.070
H -2.156 3.822 -1.305 0.099
H -3.139 5.063 -0.545 0.119
H -0.824 5.406 0.000 0.107
H -1.284 6.758 -1.008 0.110
H -0.324 7.083 -2.954 0.090
H -0.446 5.539 -3.859 0.070
H 1.124 6.134 -3.333 0.087
C -5.519 0.645 3.591 -0.114
O -5.992 -0.379 2.729 -0.200
C -5.176 -0.542 1.566 -0.199
C -4.496 -1.910 1.590 -0.198
N -3.467 -1.965 2.630 -0.052
C -2.937 -3.311 2.856 -0.200
C -3.901 -4.352 3.440 -0.221
O -4.312 -4.068 4.773 -0.180
C -5.462 -3.240 4.874 -0.097
H -6.241 0.770 4.399 0.094
H -4.556 0.370 4.027 0.060
H -5.431 1.594 3.054 0.086
H -4.444 0.266 1.459 0.116
H -5.846 -0.498 0.702 0.099
H -4.035 -2.098 0.616 0.122
H -5.271 -2.665 1.761 0.106
H -3.860 -1.624 3.501 0.069
H -2.099 -3.203 3.552 0.116
H -2.518 -3.693 1.919 0.114
H -3.357 -5.301 3.495 0.119
H -4.765 -4.538 2.793 0.109
H -6.153 -3.383 4.039 0.089
H -5.167 -2.191 4.948 0.071
H -5.981 -3.498 5.798 0.088
C 11.768 -5.056 -0.997 -0.115
O 10.870 -4.579 -1.986 -0.200
C 10.040 -5.608 -2.528 -0.210
C 8.580 -5.357 -2.155 -0.207
N 8.359 -5.581 -0.726 -0.051
C 7.042 -5.141 -0.264 -0.192
C 6.755 -3.634 -0.302 -0.224
O 7.553 -2.877 0.605 -0.203
C 8.801 -2.450 0.076 -0.099
H 12.421 -4.231 -0.708 0.089
H 11.227 -5.397 -0.110 0.079
H 12.388 -5.866 -1.392 0.088
H 10.366 -6.607 -2.217 0.121
H 10.138 -5.554 -3.617 0.120
H 7.942 -6.035 -2.729 0.121
H 8.336 -4.327 -2.436 0.104
H 9.067 -5.081 -0.200 0.070
H 6.949 -5.474 0.775 0.120
H 6.269 -5.670 -0.832 0.102
H 5.720 -3.494 0.028 0.115
H 6.806 -3.219 -1.314 0.109
H 8.759 -2.269 -1.001 0.094
H 9.579 -3.182 0.308 0.072
H 9.075 -1.517 0.573 0.086
C -10.303 0.041 -5.117 -0.116
O -10.392 1.076 -4.151 -0.201
C -11.529 0.943 -3.296 -0.211
C -11.079 0.669 -1.862 -0.210
N -10.513 -0.674 -1.738 -0.055
C -9.859 -0.915 -0.450 -0.195
C -8.589 -0.108 -0.148 -0.215
O -7.491 -0.429 -0.997 -0.202
C -7.439 0.320 -2.203 -0.091
H -9.468 0.270 -5.781 0.088
H -10.112 -0.924 -4.639 0.079
H -11.217 -0.012 -5.716 0.087
H -12.224 0.174 -3.650 0.121
H -12.058 1.901 -3.320 0.119
H -11.940 0.761 -1.192 0.122
H -10.344 1.434 -1.590 0.104
H -9.830 -0.813 -2.475 0.069
H -9.594 -1.978 -0.430 0.119
H -10.585 -0.759 0.354 0.118
H -8.268 -0.378 0.864 0.114
H -8.769 0.972 -0.128 0.113
H -7.850 1.326 -2.088 0.092
H -7.960 -0.213 -3.002 0.071
H -6.393 0.407 -2.500 0.088
C 3.317 -6.397 -2.559 -0.111
O 2.921 -5.566 -3.640 -0.199
C 1.555 -5.753 -4.015 -0.209
C 0.754 -4.484 -3.730 -0.209
N 0.593 -4.278 -2.290 -0.054
C 0.035 -2.969 -1.946 -0.197
C 0.898 -1.738 -2.254 -0.213
O 2.088 -1.663 -1.474 -0.186
C 3.206 -2.337 -2.032 -0.096
H 4.388 -6.259 -2.402 0.072
H 2.793 -6.118 -1.641 0.082
H 3.133 -7.450 -2.791 0.090
H 1.109 -6.625 -3.526 0.122
H 1.546 -5.938 -5.094 0.120
H -0.233 -4.571 -4.193 0.122
H 1.283 -3.643 -4.192 0.104
H 1.498 -4.368 -1.841 0.069
H -0.154 -2.985 -0.868 0.113
H -0.940 -2.856 -2.433 0.118
H 0.311 -0.855 -1.980 0.116
H 1.120 -1.632 -3.321 0.110
H 3.194 -2.336 -3.125 0.093
H 3.254 -3.361 -1.653 0.069
H 4.110 -1.824 -1.696 0.068
```

=====

2.
DFT (wB97M-V/def2-TZVPD) results for a 2-piece molecular cluster, C8H11N4 overall in a non-equilibrium geometry.

The calculation puts the energy relative to the best compared isomer or geometry (same formula, charge and spin) at 34.8 kcal/mol. For the total energy, the calculation gives -530.16653 hartree. Its multiplicity is 1. Its charge is +1.

Geometry as XYZ:
```
23
Properties=species:S:1:pos:R:3:nbo_charge:R:1
C -0.075 -1.884 0.032 -0.249
C 0.960 -2.820 -0.118 -0.007
C 0.581 -0.652 0.092 -0.206
C 1.963 -0.892 -0.037 0.173
C 3.014 0.145 -0.112 -0.139
C 2.857 1.479 -0.085 -0.260
C 1.511 2.121 -0.082 0.302
C 0.385 0.802 0.058 0.368
N 0.925 3.228 -0.130 -0.607
N 2.199 -2.203 -0.105 -0.464
N -0.838 1.333 0.152 -0.699
N -2.990 -0.079 -0.302 -1.064
H -1.089 -1.911 0.144 0.216
H 0.848 -3.836 -0.374 0.235
H 3.987 -0.230 0.016 0.234
H 3.585 2.264 -0.196 0.240
H 1.540 4.101 -0.034 0.403
H 3.070 -2.737 -0.165 0.450
H -0.866 2.376 -0.031 0.434
H -1.714 0.690 -0.184 0.428
H -2.735 -1.033 -0.642 0.406
H -3.911 0.346 -0.431 0.421
H -2.935 -0.088 0.728 0.385
```

=====

3.
DFT (wB97M-V/def2-TZVPD) results for C5H8S2 as an isolated structure in a non-equilibrium geometry.

The calculation puts the energy relative to the best compared isomer or geometry (same formula, charge and spin) at 22.3 kcal/mol. For the total energy, the calculation gives -991.51899 hartree. Its expectation value of S² is 2.02. Its multiplicity is 3. Its charge is 0.

Geometry as XYZ:
```
15
Properties=species:S:1:pos:R:3:lowdin_spin:R:1
C 1.932 1.085 -0.028 0.230
C 2.314 -0.194 0.027 0.118
C -0.568 -0.040 0.156 0.486
C -1.376 -0.276 1.393 0.057
C -1.132 -0.307 -1.311 0.043
S 0.227 1.557 -0.001 0.256
S 1.228 -1.498 -0.109 0.751
H 2.448 2.016 -0.005 0.005
H 3.293 -0.365 0.178 0.004
H -1.759 0.623 1.600 0.013
H -0.563 -0.486 2.069 0.014
H -2.069 -1.103 1.164 0.001
H -0.465 0.009 -2.113 0.006
H -2.107 0.355 -1.360 0.013
H -1.404 -1.376 -1.662 0.005
```

=====

4.
DFT (wB97M-V/def2-TZVPD) results for C17H8Cl4N2O5Pt as an isolated structure.

The calculation puts the energy relative to the best compared isomer or geometry (same formula, charge and spin) at 0.0 kcal/mol. For the total energy, the calculation gives -3098.44206 hartree. Its multiplicity is 1. Its charge is 0.

Geometry as XYZ:
```
37
Properties=species:S:1:pos:R:3:nbo_charge:R:1
Pt -0.374 -1.553 0.378 0.931
O -6.044 -0.358 0.045 -0.667
C -5.406 0.762 -0.217 0.794
O -5.990 1.783 -0.469 -0.576
C -3.896 0.734 -0.194 -0.261
C -3.093 1.832 -0.446 0.180
Cl -3.696 3.371 -0.812 0.146
N -1.778 1.482 -0.345 -0.150
N -1.713 0.149 -0.029 -0.299
C -2.974 -0.283 0.060 0.078
C -3.210 -1.718 0.401 0.771
O -4.332 -2.188 0.506 -0.611
O -2.142 -2.401 0.574 -0.669
C -0.593 2.308 -0.523 0.101
C -0.662 3.651 -0.896 -0.225
C 0.498 4.392 -1.048 -0.196
C 1.740 3.823 -0.833 -0.198
C 1.801 2.493 -0.463 -0.202
C 0.649 1.741 -0.309 -0.169
H -5.431 -1.123 0.236 0.504
H -1.589 4.148 -1.078 0.234
H 0.413 5.431 -1.339 0.220
H 2.644 4.405 -0.952 0.220
H 2.750 2.013 -0.286 0.229
H 0.757 0.719 -0.019 0.238
Cl 5.630 -5.195 1.195 0.020
C 4.433 -3.976 0.909 -0.060
C 3.094 -4.288 1.010 -0.228
C 2.185 -3.276 0.771 -0.142
Cl 0.478 -3.649 0.890 0.188
C 2.492 -1.958 0.436 0.369
O 1.585 -1.029 0.219 -0.763
C 3.878 -1.707 0.349 -0.105
Cl 4.433 -0.125 -0.061 0.028
C 4.823 -2.686 0.579 -0.219
H 2.768 -5.286 1.265 0.244
H 5.872 -2.438 0.498 0.247
```

=====

5.
DFT (wB97M-V/def2-TZVPD) results for C4H8N2S as an isolated structure in a non-equilibrium geometry.

The calculation puts the energy relative to the best compared isomer or geometry (same formula, charge and spin) at 170.8 kcal/mol. For the total energy, the calculation gives -664.66053 hartree. Its multiplicity is 1. Its charge is 0.

Geometry as XYZ:
```
15
Properties=species:S:1:pos:R:3:nbo_charge:R:1
C 1.825 0.192 0.486 -0.438
C -1.014 -0.420 -0.128 0.073
C -0.591 1.176 -0.349 -0.691
C -2.222 -0.882 -0.021 -0.364
H 2.528 1.046 -0.316 0.212
H 2.824 -0.599 0.980 0.188
H 0.851 0.701 1.192 0.247
H 1.941 -1.566 0.011 0.386
H 0.514 1.251 -0.827 0.234
H -0.532 1.718 0.609 0.221
H -1.345 1.695 -1.186 0.253
H -2.384 -1.936 -0.172 0.229
N 1.254 -0.871 -0.191 -0.465
N -0.046 -1.359 -0.264 -0.110
S -3.601 -0.145 0.176 0.025
```

=====

6.
DFT (wB97M-V/def2-TZVPD) results for one molecule with the formula C5H12O in a non-equilibrium geometry.

The calculation puts the energy relative to the best compared isomer or geometry (same formula, charge and spin) at 47.4 kcal/mol. As for the SMILES: CCCCCO. For the total energy, the calculation gives -272.87309 hartree. Its multiplicity is 1. Its charge is 0.

Geometry as XYZ:
```
18
Properties=species:S:1:pos:R:3:nbo_charge:R:1
C 0.554 2.040 -2.111 -0.633
C 0.439 0.673 -1.526 -0.385
C -0.349 0.701 -0.232 -0.405
C 0.369 -0.351 0.559 -0.431
C -0.239 -0.925 1.857 -0.060
O -0.708 -2.206 1.631 -0.705
H 0.165 1.974 -3.136 0.211
H 1.540 2.459 -2.326 0.218
H -0.125 2.747 -1.568 0.206
H 1.356 0.115 -1.470 0.208
H -0.330 0.031 -2.239 0.182
H -1.470 0.460 -0.563 0.202
H -0.186 1.632 0.316 0.202
H 1.372 -0.026 0.793 0.202
H 0.582 -1.171 -0.046 0.202
H -0.881 -0.083 2.260 0.148
H 0.502 -1.157 2.573 0.177
H -1.500 -2.168 1.072 0.460
```

=====

7.
DFT (wB97M-V/def2-TZVPD) results for one molecule with the formula C4H4N4 in a non-equilibrium geometry.

The calculation puts the energy relative to the best compared isomer or geometry (same formula, charge and spin) at 61.0 kcal/mol. As for the SMILES: C1=Nn2cnnc2C1. For the total energy, the calculation gives -373.74774 hartree. Its multiplicity is 1. Its charge is 0.

Geometry as XYZ:
```
12
Properties=species:S:1:pos:R:3:nbo_charge:R:1
C -0.128 1.139 -1.300 0.103
N 0.742 1.329 -0.379 -0.186
N 0.743 0.102 0.349 -0.217
C 1.244 -0.192 1.583 0.097
N 0.678 -1.330 1.976 -0.244
N -0.212 -1.666 1.057 -0.285
C -0.224 -0.713 0.091 0.280
C -0.992 -0.180 -1.084 -0.523
H -0.589 1.839 -1.925 0.210
H 1.961 0.440 2.146 0.222
H -1.235 -0.907 -1.991 0.274
H -1.988 0.139 -0.522 0.271
```